A molecular structure, C39H33Co2O8P. Source: the OMol25 dataset; level of theory: wB97M-V/def2-TZVPD.

Computed properties:
E_HOMO   0.0472 Ha
Spin multiplicity   1
Total charge   -2

The geometry in XYZ format:
```
83
Properties=species:S:1:pos:R:3:forces:R:3
C -1.7679 3.6544 0.1111 -0.04 1.85 -0.73
C 0.1624 -3.4642 -2.9198 0.51 -0.44 -0.06
C 0.2955 -3.7899 2.1834 -0.07 0.22 -0.16
H 3.3474 3.9221 2.4210 -0.24 -0.30 0.04
C -3.0524 5.5457 1.0707 -0.30 0.04 -0.86
C 3.2096 -3.4566 -3.4109 0.41 0.02 0.14
C -0.5769 2.8150 0.4689 0.42 3.81 -3.19
H 0.3970 3.2857 0.0104 -1.93 -0.72 0.07
H -3.4997 3.0056 5.7516 -0.24 -0.32 -0.25
C -3.9677 5.4650 0.0024 0.88 0.01 0.85
H 6.0424 -2.3175 -0.9819 -0.19 -0.14 -0.27
C 1.2906 4.0346 1.9024 0.95 0.09 0.19
H -0.0886 -5.2652 -1.7481 -0.09 0.17 -0.32
C 2.9018 -2.8760 -2.1735 -0.39 -0.61 0.29
C -0.1372 1.7792 2.3568 1.96 -2.04 3.20
O -2.4043 -0.4505 1.9990 0.27 0.20 -0.27
C 1.6605 -5.5264 1.1593 -0.29 0.54 -0.03
C -0.0346 3.2185 2.0417 -0.87 -0.08 -0.91
H -0.1502 -2.0712 0.9482 0.25 -0.31 -0.13
H 2.4086 -3.8080 -4.0722 0.35 0.23 0.29
H -1.1877 1.4855 2.3491 0.25 0.26 0.08
C -1.0203 -5.4260 -3.6978 0.20 0.77 0.04
H 0.2450 -1.7849 -4.3086 -0.11 -0.23 0.26
C -0.2935 -4.7647 -2.6963 -0.34 -0.20 -0.75
Co 0.6763 -0.4834 -1.5215 1.32 -0.64 -0.15
C -0.5197 3.8647 3.3958 0.02 0.06 -1.84
H 3.6682 -2.0803 -0.3026 0.03 0.03 -0.29
H -4.3731 4.5834 -1.8525 0.09 -0.27 -0.25
C -2.0096 4.3678 5.1443 0.03 -0.72 -0.18
H -1.3493 3.9472 5.9379 -0.05 0.35 -0.91
C 1.6056 -0.1167 -0.0830 0.36 -0.39 0.41
O -2.1451 -2.7573 -1.0436 1.54 1.71 -0.04
O -4.2597 0.4522 -1.9716 -0.16 -0.30 0.12
C 1.5235 -0.0428 -2.9726 -0.75 0.14 -0.55
H -3.1151 6.2157 1.9448 -0.19 -0.12 -0.72
C -1.9742 4.7011 0.9722 -1.43 0.56 0.34
H 2.2752 -5.1629 -0.8890 -0.23 0.17 0.35
C 1.0449 -3.5564 -0.1066 0.11 -0.40 -0.04
H 2.5922 2.3005 2.4189 -0.39 0.41 0.10
H -4.7974 6.1627 -0.0185 -0.23 -0.29 -0.27
O -1.8016 3.7096 3.8231 1.31 0.64 1.33
C 2.4249 3.3631 2.6665 1.46 0.65 -0.68
C 3.9237 -2.4834 -1.2826 -0.13 -0.27 -0.61
C -0.8534 -3.4578 -5.1186 0.29 0.36 0.23
C -1.2956 -4.7561 -4.9007 -0.26 -0.69 0.20
H -1.3729 -6.4374 -3.5183 -0.04 0.09 -0.13
H -1.0812 -2.9285 -6.0502 0.05 -0.29 0.31
H 0.2062 1.7296 3.4116 0.05 -1.15 0.00
C 0.9436 -5.0166 2.2567 0.33 -0.48 -0.23
H 6.5968 -3.3143 -3.2053 0.06 0.01 0.05
H -0.6110 1.4870 -2.5617 0.67 0.63 1.21
H -2.4857 3.0276 -1.9109 0.34 -0.35 0.27
C 5.5637 -3.1992 -2.9013 -0.33 -0.25 -0.64
C -3.6828 4.5556 -1.0191 0.17 0.05 -0.21
H -1.8415 5.4352 5.0310 0.24 0.01 -0.04
O 0.3496 4.4574 4.0090 -1.48 0.22 0.89
C -0.4170 1.1861 -1.4927 0.68 1.51 -1.00
C 5.2520 -2.6400 -1.6659 -0.17 0.08 0.25
H -4.0602 4.2839 4.6274 -0.09 -0.22 0.08
C -3.2184 0.2786 -1.5057 0.12 0.99 -0.63
O 1.4413 5.1371 1.3530 -0.88 -2.54 0.90
H -1.8868 -5.2681 -5.6642 0.17 0.15 0.16
C -2.5769 3.6557 -1.0375 -1.33 0.79 0.96
C 1.7140 -4.7856 -0.0252 -0.21 -0.14 0.61
O 2.3503 0.0069 0.8076 -0.13 0.20 -0.25
C -3.4338 4.0551 5.4924 -0.68 -0.01 -0.03
H -1.2048 4.7649 1.6529 0.85 0.79 1.35
Co -1.6330 0.0760 -0.7303 -3.97 -5.48 1.68
C -1.6183 -1.6905 -1.0359 -1.43 -1.13 -0.40
O 2.1228 0.2269 -3.9417 0.09 -0.09 0.52
H 0.9037 -5.6008 3.1751 -0.01 0.12 -0.11
C 0.3431 -3.0447 1.0035 0.35 -0.41 -0.22
H 4.7785 -4.0701 -4.7398 0.13 0.06 0.10
P 1.1586 -2.5915 -1.6571 -0.31 1.69 -0.01
C 4.5481 -3.6189 -3.7794 -0.04 0.36 0.64
H 0.4196 1.0541 1.7284 -0.29 0.77 0.45
H -3.8597 4.5876 6.3509 0.48 0.24 -0.09
H 2.1689 -6.4852 1.2096 -0.07 0.08 0.14
H -0.2584 -3.3926 3.0410 0.24 -0.19 -0.30
C -0.7705 1.5894 -0.2482 3.36 1.67 -0.83
H 2.2616 3.5211 3.7369 -0.08 -0.39 -0.31
C -2.0170 -0.2131 0.9294 -0.76 -0.63 0.67
C -0.1130 -2.7992 -4.1330 -0.16 -0.64 0.11
```
Forces are in eV/Å.

---

A molecular structure, C39H33Zr. Source: the OMol25 dataset; level of theory: wB97M-V/def2-TZVPD.

Computed properties:
E_HOMO   -0.0468 Ha
Spin multiplicity   1
Total charge   -1

The geometry in XYZ format:
```
73
Properties=species:S:1:pos:R:3:forces:R:3
C 3.5182 -1.1956 3.3682 -1.00 0.36 -0.46
C -2.6426 -0.6009 -1.5376 0.03 0.45 -1.56
C -3.9323 0.2343 3.5617 0.36 0.21 -0.83
C 0.9141 -2.2454 2.8612 0.58 0.47 -0.33
H -0.2917 3.7779 -1.9931 -0.47 0.56 0.36
C 1.0169 1.4733 2.7470 2.30 0.63 1.34
H 1.3947 4.8182 3.4242 -0.09 -0.64 0.03
H -2.2942 0.5569 -4.6792 0.16 0.27 -0.01
C -2.7825 -3.1682 -2.0160 0.13 0.03 -0.43
H -1.0795 -1.5390 4.1434 -0.14 0.51 -0.29
C 3.0092 3.3872 3.4725 -0.69 0.14 -0.32
H -3.5072 -1.5977 4.5529 0.42 0.24 0.01
H 1.3177 -0.0134 0.5127 -2.72 0.00 -0.49
H 2.6230 -0.3485 -4.1736 -0.69 0.44 0.31
C 1.4338 3.1490 -0.8010 0.30 0.91 1.08
C -2.0433 1.3206 2.4774 0.29 -1.22 -0.14
H -0.5048 -0.8322 0.8231 0.87 1.13 -1.69
C 2.0050 -3.0802 3.1215 0.32 0.08 0.16
C 0.6572 2.7834 3.0423 -0.30 0.76 -0.21
H -2.9830 -3.4492 -0.9837 0.13 -0.09 -0.17
C 1.1419 -0.8682 2.7490 0.87 -0.16 1.34
C -3.0578 -0.7637 4.0044 -0.85 0.18 0.38
H 4.3969 1.6799 3.5226 -0.39 0.38 0.17
H 3.7861 4.1447 3.6374 -0.47 -0.28 -0.01
C -1.1675 0.2772 2.8698 -1.07 -0.19 0.98
C 1.6491 3.7534 3.3204 0.95 -0.38 0.24
H -0.2657 1.1796 0.5622 0.73 -2.97 -1.08
C -2.4085 -1.4240 -3.7208 -0.07 0.54 0.67
H -2.4161 -4.5201 -5.1417 -0.08 0.19 0.25
C 3.3664 2.0377 3.4000 -0.12 -0.36 -0.28
H 4.1384 -3.2471 3.4983 -0.26 0.06 0.05
C 0.2367 0.2669 2.3064 0.14 -0.60 2.13
H 3.7390 0.7885 -1.7476 -0.57 0.38 -0.01
C -2.1941 0.0136 -3.7562 -2.77 -0.53 0.32
H -0.0824 -2.6595 2.7487 0.21 -0.06 -0.28
C 2.5652 2.3173 -0.7509 -0.36 0.94 0.60
Zr -0.1469 -0.0896 -2.7259 0.35 -0.15 1.05
C 3.2985 -2.5684 3.3533 -0.28 -0.12 -0.17
H -4.0353 2.0316 2.3159 0.01 -0.25 0.39
H 1.7127 -2.0938 -2.5237 -0.44 -0.08 -0.12
H 0.2178 -2.8873 -2.0283 -0.06 0.46 -0.16
H 0.5396 -2.6573 -3.7387 0.09 0.47 0.54
C 2.3888 1.1024 3.0848 -1.83 0.49 -0.81
C 0.5577 3.1450 -1.8713 0.36 -1.51 -0.93
C -3.4047 1.2613 2.7690 0.12 0.29 0.11
H -2.3449 -2.0641 -5.7743 0.20 -0.32 0.04
H -1.6393 2.1059 1.8408 -0.36 -0.17 0.04
H -2.7382 1.5747 -2.1709 0.74 -0.93 -0.12
C 0.0220 1.7914 -4.0537 0.32 1.81 0.10
H -5.0167 0.1963 3.7197 0.54 -0.15 0.10
C 1.9657 1.3735 -2.8573 -0.34 -1.03 -1.19
H 4.4907 -0.7356 3.5267 -0.06 -0.32 0.13
C -2.4002 -2.4081 -4.7444 0.19 -0.13 0.68
C 0.6180 -2.1383 -2.7471 1.31 -2.20 -0.21
H -2.6991 -5.1761 -2.7867 -0.04 0.30 0.04
H 1.8478 -4.1588 3.1399 0.06 0.25 0.06
H 1.2386 3.8571 0.0331 0.26 -0.59 -0.53
C 0.8150 2.2325 -2.9332 -0.25 0.00 -0.41
C -2.5068 0.5139 -2.4176 -0.80 -0.61 -0.73
C 2.4251 -0.3571 3.0826 0.22 -0.82 -0.26
C -2.6455 -4.1103 -3.0194 -0.14 -0.15 0.37
C 1.8549 0.4073 -3.9292 0.60 0.16 0.08
H -2.8345 -0.5714 -0.4885 -0.05 0.12 0.49
C -2.4718 -3.7441 -4.3746 -0.07 0.77 -0.47
C 2.8452 1.4381 -1.7774 0.54 -0.71 0.37
H 0.3819 0.2452 -5.6413 0.11 -0.01 -0.32
H -0.8561 2.3704 -4.3858 0.48 -0.65 0.12
H 3.2039 2.3950 0.1242 0.04 -0.10 -0.08
C 0.6488 0.6465 -4.6826 -0.07 0.40 -0.09
C -1.6944 -0.7300 3.7369 0.20 0.49 -0.93
C 0.1681 0.0798 0.7695 0.72 2.37 1.39
C -2.6642 -1.8010 -2.3559 0.81 0.49 0.01
H -0.3984 3.1169 3.1054 0.84 -0.29 -0.41
```
Forces are in eV/Å.

---

A molecular structure, C39H34As2BF4GeMnO3S4. Source: the OMol25 dataset; level of theory: wB97M-V/def2-TZVPD.

Computed properties:
E_HOMO (spin up / spin down)   -0.0722 / -0.0731 Ha
Spin multiplicity   5
Total charge   -2

The geometry in XYZ format:
```
89
Properties=species:S:1:pos:R:3:forces:R:3
C -5.7326 -2.0078 -1.8967 0.02 0.01 -0.01
C -0.5327 1.6930 -2.2203 -0.01 0.02 -0.04
C 4.5940 4.9281 3.8146 -0.08 -0.05 0.00
C -3.0273 -2.2070 -2.4440 -0.11 0.00 0.13
C 1.3044 0.2669 6.3528 -0.01 -0.03 -0.08
C 0.4969 4.0835 0.7709 -0.12 0.00 0.01
H -3.0053 -3.7826 -0.9658 0.04 -0.02 0.03
S 0.0234 -5.1072 1.3321 -0.13 -0.25 0.22
H 0.4981 -4.6456 -3.5615 0.00 0.01 0.00
As -1.8626 -4.3988 2.2998 -0.23 -0.17 0.09
Mn 0.3222 -3.0826 0.3763 0.17 0.57 -0.87
C 0.1838 -0.5474 6.2444 0.04 -0.01 0.02
H 1.2800 1.2128 -0.2720 0.06 0.03 0.06
H 1.5508 4.2638 0.5780 -0.02 -0.02 0.00
H 4.4728 3.1749 2.5926 -0.01 0.01 0.01
H 3.3568 0.6101 1.9230 -0.01 0.04 -0.07
H -0.7305 0.1631 3.0772 -0.02 -0.01 0.01
H -3.3410 -0.5625 -3.8076 0.04 0.02 0.01
H 0.8853 -5.7771 -5.7376 -0.01 0.01 0.00
H -0.0932 -1.2085 7.0591 0.00 0.06 -0.05
C 0.9363 1.0791 4.1010 -0.05 -0.15 0.35
F 2.0161 -2.5650 -2.7675 0.08 -0.19 0.08
C 2.5635 3.6424 3.4646 0.04 0.20 0.10
As -1.1358 -2.4022 -2.6862 0.07 -0.29 0.12
H -0.1303 5.6170 -0.5931 0.00 0.00 0.00
O 0.5802 -1.1512 -0.3505 0.17 -0.24 0.55
H -2.1389 -1.8707 -5.4956 -0.01 -0.01 0.02
O 1.7140 -1.4220 1.5225 0.18 0.19 0.03
H -3.2539 3.5132 1.4484 0.02 0.00 0.00
H -1.3879 -1.2362 4.9599 -0.08 -0.13 -0.04
C -0.4454 -0.6202 -2.8506 0.02 0.11 -0.14
H 0.8359 4.3949 4.5094 0.03 -0.01 -0.02
H 0.9072 2.9709 -3.1677 0.00 -0.01 0.00
C -1.2642 -3.3602 -6.7646 0.02 -0.03 0.03
H 5.6505 5.0730 3.6215 0.00 0.00 0.00
H -0.2482 -4.9551 -7.7798 0.00 0.01 0.01
C 1.4107 -0.7371 0.5367 -0.21 -0.24 -0.33
C -2.2007 3.6814 1.2572 0.09 -0.04 -0.02
C -4.9620 -2.9529 -1.2349 0.02 0.02 0.01
C -3.7957 -1.2479 -3.1014 -0.03 -0.06 -0.01
C 2.7260 1.3156 1.3734 0.24 -0.26 -0.13
C 2.0401 0.6000 0.2186 0.18 0.09 -0.06
H -5.3798 -3.5987 -0.4722 -0.01 0.01 -0.02
C 1.0930 0.9368 -3.8314 -0.03 -0.01 0.06
C 0.1169 3.0999 1.6904 -0.16 0.11 -0.09
S -1.5567 -2.3730 1.4133 -0.35 0.13 0.42
C -0.5558 -0.5575 5.0703 0.04 -0.05 0.04
H 4.4302 6.6431 5.0940 0.00 0.00 0.01
H 1.8981 0.2588 7.2602 -0.01 0.01 -0.01
H -1.7625 -2.9997 -7.6569 0.01 -0.01 0.01
S -3.6041 -5.2767 1.4640 0.16 0.03 0.00
H 3.3683 2.1097 0.9831 0.06 -0.05 -0.07
C 2.5554 5.6098 4.8881 0.03 -0.06 -0.04
Ge 1.5552 2.1682 2.6434 -0.15 0.25 0.09
F 4.0206 -2.9848 -1.7252 -0.15 -0.12 -0.17
C 1.6822 1.0711 5.2845 -0.25 -0.02 0.04
F 2.7337 -4.7402 -2.5290 0.04 0.21 -0.01
C -1.8031 4.6620 0.3605 0.04 -0.06 -0.05
O -0.6016 -3.4858 -1.5583 0.16 0.20 -0.06
H -1.8057 0.1818 -1.3917 -0.03 -0.02 -0.02
C -0.4140 -4.4592 -6.8303 -0.02 0.02 0.03
C 0.0077 -4.2981 -4.4623 -0.04 0.03 -0.13
C 0.6130 -0.3631 -3.7132 -0.13 0.15 0.00
C 3.9108 5.8070 4.6413 -0.05 -0.02 -0.01
C -0.4490 4.8569 0.1109 0.01 -0.02 0.04
B 2.7324 -3.4635 -1.9658 0.12 -0.03 0.27
H -0.9588 2.4843 -1.6161 0.00 0.04 0.02
H -1.5827 2.1624 2.6236 0.02 -0.04 0.00
C -0.8398 -3.1978 -4.4060 -0.01 -0.14 -0.04
C 0.2195 -4.9245 -5.6854 -0.01 0.03 0.02
H 2.7870 0.3745 -0.5488 -0.06 -0.05 -0.10
C 1.8930 4.5379 4.3057 0.14 0.03 -0.03
H -6.7891 -1.9162 -1.6700 0.02 -0.01 -0.01
C -1.2473 2.9073 1.9138 0.04 0.09 0.02
C -5.1535 -1.1556 -2.8344 0.02 -0.07 0.04
H -2.5444 5.2636 -0.1523 0.01 0.00 0.00
C -1.4776 -2.7280 -5.5478 0.08 -0.03 -0.09
C -3.6034 -3.0615 -1.5090 -0.10 0.14 -0.08
H 2.0164 6.2920 5.5355 0.01 0.00 -0.01
H 1.0831 -1.1710 -4.2580 -0.06 0.06 0.00
H -5.7548 -0.4107 -3.3427 0.00 0.00 0.02
C 3.9216 3.8551 3.2327 -0.03 0.06 0.06
H 1.9291 1.1412 -4.4897 -0.02 0.00 0.01
H 2.5618 1.6977 5.3787 0.02 0.02 -0.01
C -0.1827 0.2519 4.0083 0.16 -0.11 -0.09
C 0.5211 1.9606 -3.0877 -0.01 -0.03 -0.01
F 2.0800 -3.5646 -0.6566 0.03 -0.02 0.02
S -1.7076 -4.4403 4.4027 0.00 0.13 -0.10
C -1.0169 0.4009 -2.1008 0.03 0.06 -0.03
```
Forces are in eV/Å.